Entry 1:
62
Properties=species:S:1:pos:R:3:mulliken_charge:R:1 method="wB97M-V/def2-TZVPD" total_energy_ha=-5105.11631 largest_force_ev_per_a=0.95 spin_multiplicity=2 e_homo_ev="-15.6 / -15.6" charge=+2 homo_lumo_gap_ev="8.790 / 8.541"
Mn 1.685 1.825 0.115 0.2520
C -0.933 1.774 2.481 -1.4244
C 0.004 2.572 1.624 1.0302
C 1.258 2.963 2.081 -0.5552
C 2.141 3.690 1.269 -0.6932
C 1.784 4.014 -0.020 -0.5710
C 0.510 3.671 -0.484 -0.3832
C -0.370 2.978 0.333 -0.1770
H -1.690 2.438 2.903 0.3264
H -0.411 1.296 3.308 0.4710
H -1.455 1.015 1.898 0.0723
H 1.576 2.653 3.069 0.5438
H 3.124 3.948 1.641 0.4707
H 2.481 4.523 -0.670 0.4714
H 0.222 3.916 -1.498 0.4734
H -1.340 2.687 -0.047 0.5834
C 3.332 -1.062 -2.776 -1.7322
C 3.677 -0.361 -1.459 1.0909
O 4.965 -0.670 -0.946 -0.6674
P 3.727 1.433 -1.679 0.5717
O 4.229 2.056 -0.301 -0.3675
O 4.819 1.692 -2.754 -0.5427
O 2.347 2.024 -1.817 -0.4503
P 2.471 -0.852 -0.146 1.0801
O 2.846 0.136 1.095 -0.5143
O 2.537 -2.281 0.127 -0.7245
O 1.101 -0.131 -0.459 -0.0185
H 4.153 -0.929 -3.481 0.4611
H 2.419 -0.658 -3.218 0.4028
H 3.182 -2.127 -2.596 0.4784
H 5.164 -1.604 -1.100 0.4062
H 5.141 1.871 -0.020 0.3585
H 4.829 2.534 -3.239 0.4095
H 3.363 -0.269 1.808 0.3661
C -5.046 -0.295 0.064 -1.7213
C -3.590 0.108 -0.119 0.6957
C -3.098 -0.086 -1.550 -0.9417
C -1.587 0.140 -1.717 -0.1560
Ge -0.471 -1.235 -0.983 0.3243
C -0.891 -2.210 0.588 -0.6395
C -2.014 -3.219 0.280 -0.4174
C -2.244 -4.205 1.424 -0.7805
C -2.831 -3.536 2.662 -1.0502
H -5.368 -0.173 1.098 0.4017
H -5.199 -1.341 -0.211 0.3453
H -5.704 0.308 -0.563 0.4232
H -2.967 -0.458 0.581 -0.2489
H -3.466 1.166 0.149 0.2559
H -3.625 0.618 -2.198 0.5095
H -3.379 -1.080 -1.912 0.2921
H -1.292 1.079 -1.249 -0.3529
H -1.303 0.212 -2.769 0.4892
H 0.229 -2.073 -2.056 -0.0485
H -1.168 -1.521 1.388 0.1387
H 0.024 -2.729 0.889 0.8737
H -1.781 -3.774 -0.635 0.4593
H -2.948 -2.680 0.088 0.0499
H -1.296 -4.691 1.671 0.3350
H -2.911 -4.996 1.078 0.3829
H -2.143 -2.810 3.101 0.2389
H -3.059 -4.267 3.437 0.3971
H -3.761 -3.016 2.419 0.2461

Entry 2:
21
Properties=species:S:1:pos:R:3:mulliken_charge:R:1 method="wB97M-V/def2-TZVPD" total_energy_ha=-457.53926 largest_force_ev_per_a=3.08 e_homo_ev=-8.5 homo_lumo_gap_ev=9.217
C 1.331 1.056 1.081 -0.9859
C -1.777 -1.439 0.950 -1.1312
N 0.613 -0.049 0.446 0.1818
C -1.289 -0.035 0.701 0.8644
O 1.213 -1.272 0.805 -0.4590
O -1.647 0.974 1.275 -0.6381
H 1.733 -1.525 0.017 0.3311
H 2.187 1.353 0.478 0.3404
H 0.656 1.899 1.202 0.3457
H 1.681 0.747 2.064 0.3115
H -1.332 -2.117 0.221 0.2651
H -2.856 -1.458 0.805 0.3618
H -1.519 -1.730 1.968 0.3050
C 0.269 1.389 -1.653 -1.3331
C 0.254 -0.014 -1.110 0.7416
N 0.497 -1.033 -1.850 -0.8559
H 0.460 -1.947 -1.407 0.2643
H -1.255 0.035 -0.606 0.0301
H 1.291 1.760 -1.723 0.3696
H -0.184 1.357 -2.641 0.3438
H -0.326 2.048 -1.021 0.3469

Entry 3:
8
Properties=species:S:1:pos:R:3:mulliken_charge:R:1 method="wB97M-V/def2-TZVPD" total_energy_ha=-1077.70957 largest_force_ev_per_a=3.96 e_homo_ev=-9.1 homo_lumo_gap_ev=8.154
C -0.404 -0.194 1.087 -1.1488
P -0.760 0.621 -0.502 0.0929
S 1.799 1.068 -0.869 -0.3359
I -1.078 -1.244 -1.995 0.0148
H -1.264 -0.719 1.592 0.3635
H -0.149 0.455 1.834 0.4525
H 0.388 -0.902 1.136 0.4203
H 1.469 0.915 -2.283 0.1407

Entry 4:
13
Properties=species:S:1:pos:R:3:mulliken_charge:R:1 method="wB97M-V/def2-TZVPD" total_energy_ha=-545.81297 largest_force_ev_per_a=2.80 e_homo_ev=-14.4 charge=+1 homo_lumo_gap_ev=8.192
C 1.359 0.162 -0.523 -0.3199
C 0.350 1.249 -0.480 -0.3380
C -1.229 -1.314 -0.573 -0.0371
N 0.128 -0.080 0.154 -0.2364
O -2.213 -0.529 -0.823 -0.4989
I -3.660 0.261 0.520 0.4550
H 1.476 -0.449 -1.426 0.2220
H 2.115 0.377 0.135 0.2965
H 0.507 2.078 0.170 0.2884
H -0.288 1.489 -1.294 0.2387
H -0.687 -1.782 -1.508 0.3105
H -1.266 -1.949 0.372 0.3207
H 0.009 -0.021 1.148 0.2984

Entry 5:
7
Properties=species:S:1:pos:R:3:mulliken_charge:R:1 method="wB97M-V/def2-TZVPD" total_energy_ha=-262.04600 largest_force_ev_per_a=5.31 e_homo_ev=-10.3 homo_lumo_gap_ev=10.788
C 0.080 -1.143 0.238 -0.4055
C 1.024 -0.276 -0.173 0.1008
O 0.526 0.945 -0.436 -0.0890
N -0.728 0.848 0.129 -0.0442
N -1.136 -0.377 0.272 -0.1915
H -0.032 -2.219 0.500 0.3462
H 2.242 -0.125 -0.207 0.2833

Entry 6:
109
Properties=species:S:1:pos:R:3:mulliken_charge:R:1 method="wB97M-V/def2-TZVPD" total_energy_ha=-4174.79485 largest_force_ev_per_a=2.91 e_homo_ev=-13.2 charge=+2 homo_lumo_gap_ev=6.202
Ta 0.673 0.019 1.038 0.9230
C 0.212 -3.538 0.280 -2.0825
C -1.061 -3.143 1.031 -0.5704
P -0.662 -1.908 2.355 0.6180
C -0.047 -2.980 3.705 1.1172
C 1.243 -2.923 4.219 -0.1877
C 1.624 -3.810 5.216 -1.0207
C 0.725 -4.746 5.701 -0.6180
C -0.569 -4.788 5.202 -0.8141
C -0.959 -3.907 4.212 -0.9247
C -2.226 -1.245 2.986 0.7375
C -2.105 -0.147 3.840 -0.6480
C -3.234 0.419 4.402 -0.7513
C -4.485 -0.110 4.119 -0.6229
C -4.607 -1.197 3.269 -0.8098
C -3.482 -1.769 2.696 -0.0557
P 1.174 -2.127 -0.460 2.5820
C 2.803 -2.928 -0.508 0.7938
C 3.402 -3.180 0.729 -0.6517
C 4.629 -3.812 0.786 -0.5470
C 5.260 -4.194 -0.389 -0.8442
C 4.661 -3.959 -1.615 -0.7550
C 3.431 -3.322 -1.683 -0.8555
C 0.626 -1.883 -2.174 0.6076
C -0.557 -2.414 -2.685 -0.7430
C -0.947 -2.106 -3.979 -0.8082
C -0.175 -1.263 -4.764 -0.3732
C 0.998 -0.724 -4.256 -1.1449
C 1.397 -1.028 -2.966 -0.9180
H -0.014 -4.237 -0.534 0.8263
H 0.898 -4.049 0.967 0.6087
H -1.495 -4.037 1.493 1.0742
H -1.790 -2.701 0.348 -0.0147
H 1.953 -2.195 3.855 0.2325
H 2.624 -3.762 5.619 0.4915
H 1.027 -5.428 6.480 0.4253
H -1.274 -5.506 5.591 0.4608
H -1.972 -3.927 3.837 0.4236
H -1.123 0.261 4.056 0.3029
H -3.138 1.265 5.063 0.5073
H -5.365 0.326 4.566 0.4479
H -5.581 -1.606 3.053 0.4759
H -3.590 -2.614 2.032 0.4172
H 2.907 -2.863 1.638 0.1943
H 5.095 -3.996 1.742 0.5042
H 6.221 -4.682 -0.347 0.4544
H 5.150 -4.272 -2.525 0.4768
H 2.961 -3.143 -2.639 0.4594
H -1.176 -3.068 -2.088 0.2408
H -1.870 -2.501 -4.376 0.4161
H -0.514 -1.020 -5.759 0.4603
H 1.598 -0.065 -4.864 0.5050
H 2.312 -0.610 -2.561 0.6389
C -0.452 4.226 -0.686 -1.0652
N 0.915 4.075 -0.273 0.2913
C 1.723 5.026 0.279 -0.8793
C 2.921 4.453 0.541 -0.2315
N 2.842 3.140 0.137 0.7545
C 1.590 2.919 -0.333 -0.3889
S 0.904 1.494 -1.006 -0.0572
C 3.883 2.197 0.228 0.2016
C 5.212 2.610 0.215 -1.0921
C 6.199 1.644 0.329 -0.8213
C 5.827 0.312 0.437 -1.0309
C 4.479 0.005 0.411 -0.2680
N 3.515 0.918 0.320 0.7400
H -0.793 5.236 -0.479 0.3267
H -1.075 3.514 -0.142 0.2349
H -0.546 4.026 -1.754 0.5556
H 1.397 6.030 0.453 0.5018
H 3.780 4.850 1.040 0.5085
H 5.476 3.649 0.105 0.5522
H 7.241 1.927 0.337 0.4597
H 6.563 -0.468 0.545 0.5689
H 4.136 -1.016 0.481 0.4594
O 3.769 -0.099 3.563 -0.5155
C 2.817 0.219 2.917 0.6859
O 2.073 -0.579 2.177 0.3143
C 2.279 1.683 2.742 0.3018
O 2.864 2.651 3.137 -0.5549
O 1.200 1.651 2.025 -0.7228
C -3.467 6.580 -3.659 -1.6561
C -3.495 5.088 -3.728 0.9468
C -4.430 4.370 -2.987 -0.8849
C -4.497 2.991 -3.077 -0.6092
C -3.614 2.326 -3.906 0.2251
C -2.679 3.013 -4.653 -0.4882
C -2.623 4.394 -4.564 -0.7784
S -3.632 0.550 -3.918 1.2944
O -4.963 0.046 -3.784 -0.7272
O -2.766 0.052 -4.943 -0.6355
N -2.837 0.271 -2.439 0.2567
C -3.612 -0.223 -1.330 -0.9949
C -3.284 0.561 -0.053 -0.1465
C -1.856 0.358 0.347 0.6941
O -1.305 1.050 1.236 -0.7201
O -1.143 -0.538 -0.186 0.8267
H -3.744 6.935 -2.671 0.3996
H -4.190 6.985 -4.365 0.3540
H -2.493 6.977 -3.928 0.3887
H -5.118 4.902 -2.346 0.4522
H -5.243 2.425 -2.542 0.5682
H -2.030 2.461 -5.313 0.5528
H -1.905 4.942 -5.156 0.4411
H -1.937 -0.160 -2.566 -0.3482
H -3.439 -1.290 -1.151 -0.0624
H -4.660 -0.084 -1.602 0.7363
H -3.909 0.240 0.785 -0.0093
H -3.454 1.628 -0.201 0.4332

Repeat the fourth record exactly.
13
Properties=species:S:1:pos:R:3:mulliken_charge:R:1 method="wB97M-V/def2-TZVPD" total_energy_ha=-545.81297 largest_force_ev_per_a=2.80 e_homo_ev=-14.4 charge=+1 homo_lumo_gap_ev=8.192
C 1.359 0.162 -0.523 -0.3199
C 0.350 1.249 -0.480 -0.3380
C -1.229 -1.314 -0.573 -0.0371
N 0.128 -0.080 0.154 -0.2364
O -2.213 -0.529 -0.823 -0.4989
I -3.660 0.261 0.520 0.4550
H 1.476 -0.449 -1.426 0.2220
H 2.115 0.377 0.135 0.2965
H 0.507 2.078 0.170 0.2884
H -0.288 1.489 -1.294 0.2387
H -0.687 -1.782 -1.508 0.3105
H -1.266 -1.949 0.372 0.3207
H 0.009 -0.021 1.148 0.2984